Below is 9 unconnected molecules or ions with the total composition C4H22NO11 at a distorted geometry, with properties calculated with ωB97M-V with the def2-TZVPD basis set.

Positions of all 38 atoms, in Å:
C 2.576 -0.597 0.427
C 1.574 -0.354 -0.691
N 0.301 -0.131 -0.327
C -0.131 0.238 1.009
C -1.416 1.066 0.853
O -2.494 0.422 0.961
O -1.287 2.243 0.451
O 1.922 -0.476 -1.862
H 3.225 0.266 0.477
H 2.089 -1.023 1.292
H 3.157 -1.436 0.028
H -0.353 0.063 -1.062
H 0.643 0.823 1.443
H -0.215 -0.562 1.722
H -2.431 -1.411 1.272
H -2.273 -2.894 0.738
O -2.124 -2.313 1.501
H -3.202 0.245 -1.837
H -3.217 -0.567 -0.529
O -3.216 -0.678 -1.506
H 0.365 -3.020 0.764
H -0.528 -3.107 1.995
O 0.298 -3.494 1.609
H -2.282 -2.032 -2.011
H -0.803 -2.376 -2.244
O -1.606 -2.694 -1.781
H 0.039 3.150 -0.314
H 0.881 2.435 -1.319
O 0.829 3.313 -0.864
H 0.290 3.567 2.948
H 0.281 2.556 1.816
O 0.654 2.741 2.699
H 0.978 -1.335 -3.436
H -0.287 -0.515 -3.282
O 0.069 -1.267 -3.724
H 2.338 3.195 0.194
H 2.381 2.977 1.677
O 2.972 2.986 0.915

Computed properties:
**Multiplicity**: 1
**Charge**: -1
**Gap between HOMO and LUMO**: 9.91 eV
**Energy above the lowest of the compared OMol25 structures with the same formula, charge and spin**: 0.000 eV

Below is 7 unconnected molecules or ions with the total composition C4H22O7S at a distorted geometry, with properties calculated with ωB97M-V with the def2-TZVPD basis set.

Positions of all 34 atoms, in Å:
C 1.816 1.531 1.426
O 2.835 1.754 0.525
C 0.399 1.961 0.645
C -0.757 1.838 1.657
C -1.967 1.303 0.988
S -3.489 0.962 2.137
H 1.728 0.505 1.584
H 1.969 2.133 2.299
H 3.010 2.798 0.575
H 0.237 1.353 -0.258
H 0.630 3.038 0.378
H -1.017 2.993 1.902
H -0.414 1.144 2.501
H -2.405 2.081 0.336
H -1.763 0.170 0.584
H -4.242 0.669 0.970
H 1.214 -3.646 -0.942
H 2.494 -2.916 -0.707
O 1.702 -2.959 -0.438
H -2.298 -1.482 -2.505
H -1.616 -0.519 -3.518
O -1.701 -1.417 -3.368
H -2.885 -1.947 -0.770
H -1.973 -1.012 -0.615
O -2.941 -1.023 -0.943
H 3.926 -0.959 -0.955
H 3.069 0.306 -0.661
O 3.283 -0.685 -0.486
H 0.566 -2.258 0.689
H -0.656 -2.999 0.981
O -0.395 -2.074 1.023
H 0.836 -0.910 -1.845
H 0.477 0.457 -1.215
O 0.329 -0.188 -1.976

Computed properties:
**Multiplicity**: 1
**Charge**: 0
**SMILES**: OCCCCS.O.O.O.O.O.O
**Gap between HOMO and LUMO**: 8.85 eV
**Energy above the lowest of the compared OMol25 structures with the same formula, charge and spin**: 0.000 eV

| no. | E_tot (Ha) |
| --- | --- |
| 1 | -1048.16748 |
| 2 | -1090.29569 |